Record 1
44
Properties=species:S:1:pos:R:3:forces:R:3:nbo_charge:R:1 method="wB97M-V/def2-TZVPD" max_force_ev_per_a=1.97 total_charge=+2 spin_multiplicity=6 s_squared=8.798 homo_ev="-12.5 / -15.6" total_energy_ev=-41951.91291 gap_ev="6.43 / 5.35"
O -0.70825 3.13430 -0.00675 -1.1139 -1.5449 -0.2092 -0.630
C 1.52550 -1.66342 -2.34882 0.1098 -0.2134 -0.1882 -0.220
C -0.07509 -1.61122 -0.46248 0.2285 -0.2306 -0.4082 0.654
H 2.52218 -1.78175 -1.91378 -0.0275 0.0380 -0.0043 0.210
H -5.86963 0.24602 0.08977 -0.2600 -0.2638 0.5296 0.177
C -2.07792 -2.79852 1.03274 0.1024 0.1237 -0.0884 -0.426
H 5.39279 2.87295 0.91118 -0.0011 0.0663 0.0423 0.263
C 0.16910 3.96774 0.44137 0.7895 1.0415 0.6260 0.218
C 2.49138 4.69906 0.69547 -0.2889 0.1044 -0.0405 -0.139
C -0.98143 -3.68466 0.48827 -0.2136 -0.0772 0.1599 -0.211
H 0.09711 -4.66777 -1.59488 -0.0351 0.0106 0.0792 0.237
H -0.19356 4.93270 0.79442 -0.0959 -0.0858 -0.1224 0.193
C 4.33520 3.07908 0.82890 0.1322 -0.0558 0.0037 -0.268
C -3.96808 1.26997 0.55314 1.0806 -0.1183 0.0202 0.357
H 1.61445 -3.59381 -3.29763 0.0046 0.0030 -0.0039 0.258
Cl 4.97241 5.68158 0.87983 -0.1061 -0.0840 0.0074 0.214
H -2.17997 -0.85600 1.97183 0.0455 0.0770 -0.0341 0.225
H -0.71794 -1.75386 2.34467 -0.0313 -0.0093 -0.0002 0.226
H 2.16951 5.73311 0.68590 0.0469 -0.0013 0.0161 0.255
O 1.23928 1.31711 0.43672 -0.6714 -0.6070 -0.0830 -0.667
C 3.42914 2.06299 0.75310 -0.0567 -0.0991 -0.0577 -0.117
C 0.92852 -3.01305 -2.68486 -0.0753 0.0839 0.1156 -0.426
H 0.75434 0.00164 -1.29546 0.0290 0.1735 0.0980 0.427
H 0.00235 -2.87678 -3.24516 0.0037 -0.0323 -0.0233 0.227
H -2.61787 -3.30688 1.82881 0.0176 -0.0024 0.0221 0.259
H -5.81512 2.41320 0.12986 -0.2382 0.2181 0.4813 0.176
H -1.41210 -4.54116 -0.02833 0.0873 0.0028 -0.0628 0.235
H 1.58441 -4.03477 -0.89678 -0.0415 0.0125 0.0431 0.219
C 1.56725 3.68961 0.56386 -0.1749 -0.4421 -0.0986 -0.182
B -5.48126 1.31525 0.50797 0.6767 0.1402 -1.2218 -0.389
H -2.78545 -2.54715 0.23930 -0.0541 -0.0652 0.0194 0.219
N -2.81170 1.20749 0.54794 -0.9391 0.2005 -0.1595 -0.453
H -0.34956 -4.06315 1.29675 0.0122 -0.0120 -0.0377 0.218
C 0.64985 -3.75287 -1.38989 0.1651 -0.1351 -0.2530 -0.214
H -6.15038 1.29767 1.54657 -0.7496 -0.0131 0.2272 0.322
H 1.61603 -1.03832 -3.23499 -0.0418 0.0410 0.0394 0.239
C 3.87464 4.40866 0.79689 0.1799 -0.0853 0.0452 0.067
N -0.15888 -2.94351 -0.47025 -0.0847 0.3628 0.1974 -0.362
C 2.03473 2.31440 0.57410 0.0929 0.5668 0.0793 0.406
H 3.74872 1.03045 0.81044 -0.0102 0.0044 -0.0300 0.238
N -0.72429 -0.83810 0.46637 -0.3176 1.4566 -0.1464 -0.528
C -1.43394 -1.52646 1.54730 0.0352 -0.1423 0.2950 -0.245
N 0.64904 -0.99158 -1.39794 -0.1044 0.0866 0.3174 -0.540
Ir -0.85550 1.20979 0.50450 1.8933 -0.4940 -0.1916 1.275

Record 2
44
Properties=species:S:1:pos:R:3:forces:R:3:mulliken_charge:R:1 method="wB97M-V/def2-TZVPD" max_force_ev_per_a=1.69 total_charge=-1 e_above_lowest_kcal_mol=0.00 spin_multiplicity=1 homo_ev=-4.0 total_energy_ev=-103750.26206 gap_ev=4.31
O 2.10794 -0.07388 -1.23262 -0.1550 -0.0681 -0.1269 -0.566
H -6.23913 1.87913 3.15500 0.1209 -0.0338 -0.0055 0.448
H 5.66775 -4.85607 -1.41510 -0.0117 -0.3694 -0.1778 0.277
C -2.63639 0.07650 -0.00686 0.0029 0.0071 -0.0182 -0.218
H -8.10997 3.46694 2.88404 -0.0049 -0.0219 0.0055 0.368
N 7.58732 -3.09922 -3.76361 0.0177 -0.0269 0.2431 -0.715
C -1.28434 -0.97669 -1.69154 -0.1400 -0.1336 -0.1532 -0.376
H 7.18744 -4.01933 -3.92395 0.0060 -0.0175 -0.0556 0.139
N -3.63782 2.41006 2.85863 0.1432 -0.0959 0.0271 1.029
H 6.27857 -0.92978 -1.89188 0.0739 -0.1758 0.0993 -0.379
C -6.83438 5.12616 2.41182 -0.0021 0.0026 0.0007 -0.404
H 3.49060 -4.18445 -2.11065 -0.1819 -0.3028 -0.1019 0.414
H 7.09331 -2.48264 -4.40071 -0.0444 -0.0011 -0.0175 0.144
H 4.18717 -2.59156 -2.38075 0.2683 0.2215 -0.2637 0.341
C -5.52775 5.56047 2.23607 -0.1012 -0.0443 0.0178 -0.455
H -3.60774 0.25523 0.43675 0.0010 -0.0242 0.0302 0.366
H -7.65472 5.82048 2.28713 -0.0051 0.0062 0.0055 0.373
C -7.09208 3.80350 2.74530 0.0318 0.1027 -0.0281 -0.431
O -3.91080 1.25167 3.11095 0.0702 0.1949 -0.0509 -0.571
In 7.17750 -2.48044 -1.73948 0.0511 0.0499 -0.0717 0.743
C -4.47484 4.67400 2.38890 0.1387 0.1789 -0.0524 -0.322
H -1.18940 -1.61556 -2.55640 0.1343 0.0120 -0.0062 0.457
H 8.67370 -2.33419 -0.78618 -0.0727 -0.0336 -0.0975 -0.386
H 6.31163 -4.39741 0.15222 0.2660 0.0042 0.2129 0.404
H -3.40494 -1.21276 -1.54110 0.0050 -0.0179 -0.0151 0.358
C 4.52884 -3.35482 -0.43275 1.2940 -0.3686 -1.0210 0.156
H -3.45640 5.00524 2.25329 0.0480 -0.1144 0.0128 0.445
C -4.75188 3.35974 2.71423 -0.1144 0.0998 -0.0284 0.115
H 4.75048 -2.38150 -0.03415 -0.4855 0.3484 0.7491 0.305
Br 3.48180 -4.36987 0.93548 -0.3140 0.0068 0.3554 -0.330
H -1.59491 1.30845 1.40805 0.0704 -0.0726 -0.0257 0.386
C 3.68039 -3.21946 -1.66416 -0.3477 0.3200 0.4491 -1.003
C 5.83376 -4.02274 -0.74314 -0.0245 0.3484 -0.0640 -1.194
C -6.04553 2.90957 2.89797 -0.1650 -0.1598 0.0454 -0.338
O 1.18647 -1.30177 -2.75035 -0.0588 0.2199 0.1435 -0.570
C -0.26243 0.44158 -0.02591 0.0417 0.1361 0.1376 -0.636
N 1.14714 -0.60056 -1.75544 0.1759 -0.0758 -0.0930 0.978
C -1.50678 0.66965 0.54124 -0.0480 -0.0817 -0.0847 -0.116
C -0.17168 -0.37409 -1.13753 -0.1226 0.0225 0.0753 0.026
O -2.50851 2.84005 2.70820 -0.2559 0.0008 0.1417 -0.634
H -5.32813 6.59076 1.97697 0.0220 0.0083 -0.0020 0.368
H 2.76161 -2.71962 -1.39358 -0.4117 -0.0739 -0.1927 0.103
C -2.52456 -0.74761 -1.11866 0.0018 0.0822 0.0828 -0.557
H 0.62170 0.89684 0.39426 0.0821 -0.0596 -0.0812 0.456

Record 3
43
Properties=species:S:1:pos:R:3:forces:R:3:mulliken_spin:R:1 method="wB97M-V/def2-TZVPD" max_force_ev_per_a=0.93 total_charge=+3 spin_multiplicity=3 s_squared=2.012 homo_ev="-17.0 / -17.0" total_energy_ev=-100032.74548 gap_ev="4.90 / 4.74"
C 3.22382 1.16802 -5.46757 -0.0781 0.0354 -0.0710 -0.001
C -1.12508 0.56617 2.10848 0.1117 -0.0841 0.0564 -0.005
H -1.76666 -0.22368 2.49869 -0.0475 -0.0140 -0.0045 0.002
C 1.00314 1.75736 -6.32529 0.0421 -0.0091 -0.0333 0.000
H 1.30552 -0.58060 2.82505 -0.0006 0.0124 0.0234 -0.001
Br 5.04551 0.95219 -5.78207 0.1498 -0.0113 -0.0381 -0.001
C 2.69712 0.93763 -4.22482 -0.1452 0.0429 0.0462 0.004
H -1.23710 2.39588 0.95027 0.0192 0.0214 -0.0119 0.000
H -3.69014 -1.97720 -0.71724 0.0030 -0.0282 -0.0055 -0.001
H -3.99760 0.57768 -0.08995 -0.0298 -0.0303 0.0285 0.003
H -1.73943 -3.78829 -0.66346 -0.0415 0.0073 0.0062 -0.004
C -2.98226 -1.34952 -0.17571 0.0450 -0.1092 -0.0134 -0.001
C 2.37770 1.58128 -6.51070 -0.0496 0.0134 -0.0218 -0.007
H 2.15459 -2.53889 1.24135 -0.0055 -0.0167 0.0446 0.004
C 1.68932 -1.59466 0.96674 -0.0192 -0.0696 -0.1655 0.006
C 0.75199 -1.06206 2.01893 -0.0748 0.0951 0.0343 -0.001
H 0.38883 2.08665 -7.15180 0.0207 -0.0067 -0.0090 0.000
H -0.68408 1.12369 2.93464 0.0190 -0.0132 0.0294 -0.004
Mo -0.17984 -0.10399 -0.81489 -0.5382 -0.1845 0.7414 1.972
H 3.33695 0.63752 -3.40664 -0.0332 -0.0001 0.0309 0.002
H 2.46383 -0.87730 0.70185 0.0128 0.0201 -0.0184 -0.002
C -1.15701 -3.02009 -0.15394 -0.1354 0.0309 -0.0155 -0.001
H 0.08006 -1.81341 2.43338 -0.0068 -0.0448 -0.0049 0.001
C -3.14229 0.09697 -0.55988 0.1044 0.1540 0.0463 0.008
H -3.19867 0.23629 -1.63750 0.0086 0.0135 -0.0285 -0.002
C 1.29536 1.10118 -4.03523 0.1581 0.2821 -0.1320 -0.007
H -1.30455 -3.10585 0.92295 0.0360 -0.0010 0.0327 0.002
C -1.81787 1.49743 1.14820 -0.0975 -0.0198 -0.1718 0.003
O 0.91281 -1.79023 -0.27403 -0.0143 0.0548 -0.1543 0.001
H -2.81653 1.78272 1.47218 -0.0137 -0.0145 0.0352 0.002
C 0.44556 1.51742 -5.09618 0.0673 -0.0265 -0.0035 -0.003
H -3.07697 -1.53079 0.89519 -0.0184 0.0258 0.0328 0.001
C 0.28526 -3.08758 -0.57921 0.1896 0.0572 0.0331 0.002
H 0.39291 -3.21007 -1.65487 -0.0017 0.0070 -0.0283 0.001
O -1.91314 0.80539 -0.14867 0.0662 0.1210 -0.0573 -0.007
O -1.61869 -1.70324 -0.57606 -0.0460 0.0827 -0.1884 0.002
O 1.43790 0.54285 -1.67931 -0.2179 0.0521 -0.3362 -0.001
C 0.75702 0.89614 -2.78373 -0.3652 -0.1473 0.5576 0.011
H -0.61394 1.65537 -4.93054 0.0031 -0.0084 0.0331 0.000
H 2.81135 1.77223 -7.48535 -0.0064 0.0008 0.0048 0.000
O -0.54751 0.88877 -2.46760 0.6741 -0.4256 -0.3011 0.011
O -0.06022 -0.05792 1.32772 0.2641 0.1502 -0.0258 0.007
H 0.83893 -3.87727 -0.07529 -0.0083 -0.0153 0.0228 0.002

Record 4
48
Properties=species:S:1:pos:R:3:forces:R:3:nbo_charge:R:1 method="wB97M-V/def2-TZVPD" max_force_ev_per_a=1.70 e_above_lowest_kcal_mol=8.59 spin_multiplicity=5 s_squared=6.036 homo_ev="-7.7 / -7.6" total_energy_ev=-346342.72700 gap_ev="6.87 / 5.35"
C 0.97720 2.08612 4.87643 0.0225 0.0303 0.0381 -0.171
H -2.30350 -2.03711 -3.27495 -0.0043 -0.0812 0.0052 0.233
O -0.09468 0.03852 2.06954 0.1735 0.1366 -0.0323 -0.708
Sb -4.16208 3.02792 -0.29268 -0.4868 -0.1445 -0.6176 0.941
H 4.04485 -0.94212 -0.86512 0.0292 -0.0685 0.0619 0.235
O 0.88613 2.00873 2.05051 0.0217 0.0722 0.1961 -0.681
H -0.21022 -1.05005 6.79228 -0.0090 0.0043 0.0010 0.229
C 1.04397 2.05580 6.25988 0.0121 0.0239 -0.0294 -0.242
C 2.23828 -1.95967 -1.47766 0.0285 -0.0370 0.0170 -0.545
H -0.09775 -3.24722 -2.93063 -0.0168 0.0263 -0.0705 0.226
H 1.54083 0.43750 -3.08289 0.0173 -0.0140 0.0068 0.208
C 0.05190 -0.13399 4.86149 -0.0184 -0.0232 0.0458 -0.173
C 2.72164 1.48515 -1.58651 -0.2243 -0.1065 -0.1514 -0.546
H 1.42491 2.89872 6.81920 -0.0071 0.0022 -0.0007 0.229
C -1.79892 -2.07630 -2.30861 0.0949 0.0244 0.0696 -0.562
H 1.86760 2.14327 -3.45629 0.0501 -0.0635 -0.0392 0.239
Cl 0.70299 0.87268 8.66601 -0.0035 0.0001 -0.0697 -0.001
H -1.33326 2.01776 -3.88718 -0.0230 -0.0499 -0.0410 0.253
H 2.86350 2.50539 -1.22999 0.0035 0.0045 -0.0064 0.253
C 0.43196 1.03917 2.68486 0.1068 -0.2957 -0.1234 0.739
Ru -0.09191 0.83377 0.09781 0.4414 -1.1331 -0.5300 0.401
S -2.26461 -0.61394 -1.35350 -0.0268 0.0116 0.0973 0.306
C 0.61551 0.92017 6.92801 0.0037 -0.0007 0.0653 -0.014
H 2.22450 -1.49891 -2.46560 0.0328 -0.0170 -0.0103 0.210
H 2.70423 -2.94191 -1.56568 0.0696 0.0359 -0.0502 0.233
H -2.99564 1.44062 -2.21257 -0.0345 0.0312 -0.0579 0.270
H -0.33874 -0.97411 4.30392 0.0029 0.0074 -0.0068 0.239
Se -5.70576 1.24366 -0.50692 -0.0080 0.0488 0.1755 -0.586
H -2.98077 0.21956 -3.45462 -0.0176 0.0724 -0.0183 0.241
C 1.63486 1.43646 -2.65844 0.0718 -0.0015 0.1532 -0.542
H -0.53715 0.43497 -3.73329 -0.0123 0.0130 -0.0405 0.208
C 0.11829 -0.17776 6.24494 -0.0052 -0.0183 -0.0323 -0.243
C 3.03251 -1.11367 -0.49649 -0.0979 -0.0149 -0.0363 -0.544
C -1.09658 1.20362 -3.20078 0.0032 -0.0099 0.0040 -0.532
C -0.29856 -2.26525 -2.49933 -0.0216 -0.0567 0.0033 -0.527
H 3.10652 -1.61414 0.46998 0.0211 -0.0055 -0.0044 0.248
Se -4.73538 4.53938 1.58967 0.0223 0.0202 0.1049 -0.115
Se -3.35570 4.19119 -2.21883 0.1686 0.1404 0.1356 -0.612
Se -1.86749 2.10913 0.61732 -0.8678 1.1478 0.9060 -0.130
C 0.48454 0.99365 4.17407 0.0191 -0.0428 -0.0342 -0.101
C -2.39583 0.64346 -2.63598 0.2197 -0.1947 -0.1039 -0.575
S 0.54077 -2.14213 -0.90289 -0.0888 0.0353 0.1284 0.256
S 0.02829 1.93147 -1.95636 0.1098 0.1241 -0.0897 0.454
S 2.36051 0.51563 -0.09225 0.2422 0.3157 0.0841 0.385
H 1.30425 2.95776 4.32575 0.0020 -0.0092 -0.0024 0.240
H -2.20555 -2.91859 -1.74730 -0.0201 -0.0228 -0.0565 0.240
H 3.67094 1.12588 -1.98571 0.0178 0.0798 -0.0317 0.236
H 0.11390 -1.50364 -3.16216 -0.0143 0.0028 -0.0124 0.198